The following is a DFT calculation (the ωB97M-V functional and the def2-TZVPD basis) of a 4-piece molecular cluster, C22H42NO13 overall.

LUMO energy (eV): 2.55
Total charge: -1
HOMO-LUMO gap (hartree): 0.18557
Energy (eV): -51603.6891

Structure (XYZ):
```
78
Properties=species:S:1:pos:R:3:forces:R:3
C -4.4349 1.7621 1.2449 0.000 0.004 0.024
C -3.3033 2.5266 0.5513 0.007 0.007 0.077
C -2.3952 1.6065 -0.2834 0.031 -0.060 -0.081
C -1.0472 1.3297 0.3906 -0.021 -0.001 0.056
N -0.2237 0.4220 -0.3929 0.023 0.093 0.130
C 0.6134 -0.4968 0.3627 0.188 -0.255 0.191
C 1.7921 0.2499 0.9540 -0.023 0.251 -0.070
C 2.8850 -0.6101 1.5927 0.205 0.035 -0.017
C 2.3544 -1.4700 2.7177 0.164 -0.168 -0.651
O 1.8893 -1.0476 3.7260 -0.231 0.333 0.758
O 2.4959 -2.8228 2.5729 0.055 -0.178 -0.291
C 1.0727 -1.5742 -0.5988 0.058 -0.077 -0.206
C -0.0892 -2.4898 -0.8702 0.531 -0.052 0.751
O -0.9502 -2.3498 -1.6810 -0.416 -0.070 -0.852
O -0.1330 -3.5976 -0.0550 -0.137 0.086 0.399
H -5.1781 1.4160 0.5172 0.108 0.016 0.083
H -4.9520 2.3781 1.9904 0.043 -0.065 -0.116
H -4.0397 0.8767 1.7569 -0.038 0.133 -0.053
H -2.6990 3.0290 1.3212 -0.046 -0.054 -0.152
H -3.7231 3.3258 -0.0732 0.002 -0.111 0.112
H -2.2158 2.0269 -1.2822 0.013 -0.038 0.157
H -2.8797 0.6343 -0.4442 0.034 0.152 -0.033
H -1.2151 0.8538 1.3668 0.003 0.062 -0.139
H -0.5495 2.2990 0.5904 -0.065 -0.127 0.014
H 0.3680 0.9796 -1.0289 -0.122 -0.002 -0.027
H 2.2919 0.8844 0.1702 0.010 -0.071 0.138
H 1.4426 0.9547 1.7227 0.012 -0.070 -0.161
H 3.6523 0.0261 2.0534 -0.105 -0.022 -0.124
H 3.3889 -1.2072 0.8227 -0.032 0.016 0.178
H 2.8647 -3.0041 1.6965 -0.095 0.051 0.185
H 1.8565 -2.1844 -0.1341 -0.041 0.075 -0.201
H 1.4816 -1.2068 -1.5786 -0.105 0.057 0.124
H 0.2696 -3.3452 0.7942 0.026 0.024 -0.211
C 0.4313 2.2868 -8.5431 -0.021 0.012 0.034
C 1.5562 1.9727 -7.5801 0.045 0.011 -0.010
O 1.0693 1.7231 -6.2557 -0.245 -0.005 -0.031
C 0.5695 0.4900 -6.0513 0.715 -0.181 0.060
O 0.5831 -0.3981 -6.8712 -0.273 0.119 -0.003
O 0.1744 0.4055 -4.7983 -0.161 0.095 -0.031
C -0.3358 -0.8820 -4.3927 -0.062 -0.019 -0.013
H -0.1623 3.1233 -8.1724 0.003 0.000 -0.014
H 0.8424 2.5588 -9.5168 -0.003 -0.005 -0.006
H -0.2167 1.4211 -8.6700 0.006 -0.005 -0.002
H 2.2226 2.8265 -7.4637 -0.014 -0.008 0.007
H 2.1357 1.1140 -7.9185 -0.019 -0.008 0.009
H 0.3912 -1.6577 -4.6231 0.011 0.008 0.006
H -1.2647 -1.0871 -4.9228 0.006 -0.019 -0.005
H -0.5115 -0.8323 -3.3242 0.010 0.079 0.020
C -2.3632 -5.2375 1.6259 0.026 -0.050 0.032
C -3.6369 -5.8431 2.1619 -0.064 0.033 -0.077
O -3.3716 -6.9673 3.0368 0.260 0.017 0.022
C -3.0566 -6.6565 4.2881 -0.717 -0.040 0.192
O -3.0959 -5.5639 4.7931 0.272 -0.036 -0.101
O -2.7982 -7.7950 4.9501 0.172 0.049 -0.076
C -2.4843 -7.6070 6.3314 0.018 -0.010 -0.023
H -1.7588 -5.9970 1.1297 0.005 0.027 -0.019
H -2.5912 -4.4635 0.8939 0.023 0.013 0.005
H -1.7756 -4.7826 2.4230 -0.029 0.007 0.007
H -4.2353 -6.2771 1.3627 0.005 0.000 0.013
H -4.2387 -5.1140 2.7026 0.025 -0.005 0.024
H -3.2681 -7.0413 6.8318 -0.004 -0.008 -0.006
H -1.5396 -7.0757 6.4391 -0.008 0.007 0.006
H -2.4063 -8.6066 6.7495 0.012 0.011 0.004
C 3.6913 6.9588 -0.1852 0.022 -0.032 0.002
C 2.3400 6.3239 0.0587 -0.066 0.015 -0.006
O 2.4648 5.0319 0.6734 0.051 -0.018 0.064
C 2.6751 5.0358 1.9897 -0.027 0.016 0.058
O 2.7545 6.0155 2.6927 0.008 -0.061 -0.054
O 2.7749 3.7760 2.3968 0.014 0.027 -0.099
C 2.9949 3.5961 3.7984 -0.044 -0.044 0.003
H 4.3200 6.2939 -0.7782 0.000 0.012 -0.005
H 3.5643 7.8937 -0.7333 0.002 0.004 0.001
H 4.1919 7.1758 0.7574 -0.011 -0.001 -0.002
H 1.8233 6.1203 -0.8773 0.008 0.001 0.008
H 1.7094 6.9560 0.6834 0.020 -0.001 0.010
H 2.2500 4.1408 4.3750 0.003 -0.004 -0.002
H 3.9907 3.9428 4.0732 -0.007 0.016 -0.007
H 2.9006 2.5274 3.9668 0.000 0.007 0.012
```
Forces are in eV/Å.

In elementary charge units, the Löwdin charges are: -0.13 -0.28 -0.22 -0.27 -0.08 -0.37 -0.23 -0.14 -0.54 0.11 0.08 -0.16 -0.53 0.09 0.04 0.07 0.06 0.07 0.10 0.09 0.10 0.11 0.12 0.11 0.10 0.11 0.10 0.12 0.10 0.09 0.08 0.12 0.09 -0.07 -0.23 0.02 -0.62 0.11 0.01 -0.02 0.08 0.07 0.07 0.12 0.12 0.10 0.10 0.06 -0.07 -0.20 0.03 -0.61 0.12 -0.01 -0.05 0.08 0.08 0.08 0.12 0.12 0.09 0.10 0.09 -0.07 -0.21 0.04 -0.61 0.11 0.00 -0.03 0.08 0.08 0.07 0.12 0.12 0.10 0.10 0.09

=====

The following is a DFT calculation (the ωB97M-V functional and the def2-TZVPD basis) of an isolated ion of composition C22H42NO3 and charge +1 in a non-equilibrium geometry.

LUMO energy (eV): -2.33
Total charge: +1
HOMO-LUMO gap (hartree): 0.37063
SMILES string: CCCCCCOC(=O)C[N+](C)(C)CCO[C@H]1C[C@H]2CC[C@]1(C)C2(C)C
Relative energy (zero: lowest compared OMol25 entry of this formula, charge and spin) (kcal per mole): 4.6
Energy (eV): -31122.5159

Structure (XYZ):
```
68
Properties=species:S:1:pos:R:3:forces:R:3
C 6.8759 3.5914 0.5811 -0.041 -0.204 0.147
H 7.8336 3.9335 0.1970 0.089 0.085 -0.049
C 6.8675 2.0738 0.7204 0.009 0.147 -0.324
C 7.0955 1.3891 -0.6261 0.092 -0.194 0.300
C 7.2786 -0.1261 -0.5224 -0.197 0.109 -0.021
C 6.0837 -0.8804 0.0639 -0.152 -0.064 -0.206
C 4.8326 -0.7272 -0.7886 0.552 0.504 -0.080
H 4.4229 0.2847 -0.7464 0.041 -0.154 -0.042
H 5.0398 -0.9862 -1.8312 -0.096 0.028 0.084
O 3.8321 -1.6493 -0.3021 0.046 -0.466 0.279
C 2.5720 -1.3168 -0.4025 -0.650 -0.117 0.090
O 2.1242 -0.3037 -0.8689 0.079 0.130 -0.092
C 1.7117 -2.4586 0.1821 1.061 0.052 -0.125
N 0.2500 -2.2130 0.1910 0.213 0.087 -0.001
C -0.2434 -2.0908 -1.1974 -0.472 0.201 -1.104
H -1.3090 -1.8704 -1.1713 0.162 -0.100 0.091
H -0.0759 -3.0219 -1.7350 0.092 -0.098 0.144
H 0.2768 -1.2822 -1.7063 0.019 -0.067 0.170
C -0.4085 -3.3737 0.8213 -0.416 -0.681 0.384
H -1.4880 -3.2645 0.7394 0.072 0.079 -0.046
H -0.1107 -4.2901 0.3148 0.096 0.107 -0.078
H -0.1287 -3.4456 1.8708 0.077 0.102 -0.017
C -0.0482 -0.9571 0.9485 -0.730 0.963 0.403
H 0.1954 -0.1206 0.2919 0.059 -0.228 0.073
H 0.6052 -0.9141 1.8219 0.076 -0.096 -0.070
C -1.5014 -0.8195 1.4518 0.249 -0.152 0.080
O -2.4574 -1.0460 0.4538 0.034 -0.180 0.037
C -3.0698 0.1102 -0.1287 -0.247 0.267 -0.131
H -2.3149 0.9035 -0.1786 -0.004 -0.016 0.015
C -3.6066 -0.2524 -1.5283 0.021 0.064 -0.022
H -3.0663 0.2683 -2.3173 0.059 -0.005 -0.025
H -3.5125 -1.3248 -1.7003 0.045 -0.054 -0.041
C -5.0828 0.1605 -1.4649 -0.024 -0.101 -0.124
H -5.5307 0.3175 -2.4437 -0.045 0.062 -0.059
C -5.7988 -0.8892 -0.6101 -0.100 -0.054 -0.140
H -6.8776 -0.7539 -0.6494 -0.050 -0.038 0.010
H -5.5816 -1.9006 -0.9520 -0.045 -0.038 -0.046
C -5.2375 -0.6174 0.7984 0.072 -0.006 0.060
H -6.0239 -0.4138 1.5226 -0.023 0.016 0.051
H -4.6559 -1.4592 1.1725 -0.055 0.015 0.094
C -4.3353 0.6172 0.6085 0.208 -0.044 0.298
C -4.0754 1.3863 1.8908 -0.013 -0.140 -0.314
H -3.7281 0.7210 2.6795 0.045 -0.016 0.138
H -4.9966 1.8509 2.2322 -0.090 0.061 0.131
H -3.3359 2.1702 1.7367 0.097 0.123 0.053
C -5.0546 1.3873 -0.5327 -0.014 0.092 -0.135
C -6.4425 1.9070 -0.1571 0.219 -0.163 0.036
H -7.0028 2.1276 -1.0629 -0.091 0.058 -0.084
H -6.3527 2.8294 0.4120 -0.048 0.103 0.073
H -7.0168 1.2029 0.4329 -0.139 -0.080 0.084
C -4.2862 2.5809 -1.1020 -0.023 -0.242 0.091
H -4.8688 3.0286 -1.9038 -0.021 0.095 -0.091
H -4.1456 3.3354 -0.3314 0.039 0.137 0.055
H -3.3139 2.3212 -1.5062 0.160 0.019 -0.078
H -1.5877 0.1878 1.8698 0.089 -0.068 0.038
H -1.6924 -1.5303 2.2631 0.028 0.122 -0.017
H 2.0626 -2.6465 1.2000 -0.182 -0.013 -0.058
H 1.9231 -3.3520 -0.4118 -0.163 0.034 0.088
H 5.8801 -0.5319 1.0766 -0.050 -0.047 0.065
H 6.3285 -1.9427 0.1190 -0.008 -0.021 0.064
H 7.4930 -0.5233 -1.5167 0.090 -0.083 -0.009
H 8.1451 -0.3319 0.1081 0.056 -0.049 -0.052
H 8.0013 1.8028 -1.0737 -0.033 0.060 -0.094
H 6.2689 1.6229 -1.2999 -0.019 0.098 -0.105
H 7.6534 1.7704 1.4151 -0.020 -0.089 0.081
H 5.9095 1.7629 1.1428 -0.007 -0.076 0.102
H 6.0971 3.9175 -0.1050 -0.069 0.091 -0.072
H 6.7054 4.0650 1.5446 -0.013 0.130 0.044
```
Forces are in eV/Å.

In elementary charge units, the natural (NBO) charges are: -0.60 0.21 -0.40 -0.40 -0.39 -0.42 -0.08 0.21 0.20 -0.49 0.80 -0.60 -0.32 -0.20 -0.45 0.27 0.22 0.26 -0.42 0.26 0.23 0.23 -0.26 0.26 0.23 -0.07 -0.58 0.11 0.18 -0.43 0.22 0.21 -0.22 0.22 -0.41 0.22 0.21 -0.42 0.22 0.22 -0.05 -0.62 0.21 0.23 0.21 0.00 -0.62 0.22 0.22 0.21 -0.62 0.22 0.21 0.20 0.22 0.19 0.25 0.26 0.21 0.22 0.21 0.22 0.21 0.19 0.20 0.18 0.20 0.21

=====

The following is a DFT calculation (the ωB97M-V functional and the def2-TZVPD basis) of C22H42NP3SeTi as an isolated structure in a non-equilibrium geometry.

LUMO energy (alpha / beta) (eV): -10.79 / -10.50
Multiplicity: 2
Total charge: +3
HOMO-LUMO gap (alpha / beta) (hartree): 0.17278 / 0.18314
⟨S²⟩: 0.756
Relative energy (zero: lowest compared OMol25 entry of this formula, charge and spin) (kcal per mole): 7.6
Energy (eV): -141286.6715

Structure (XYZ):
```
70
Properties=species:S:1:pos:R:3:forces:R:3
Ti 0.7944 0.1285 0.5833 0.855 1.232 -0.517
P 1.4043 -0.7389 2.7918 0.210 -0.877 1.867
P 1.7450 -1.8501 -0.3971 0.747 -2.021 -0.706
P -0.6630 1.6996 1.6638 -1.371 1.103 1.305
H -4.4981 -0.7545 -5.9105 0.046 0.379 -0.530
C -4.5924 0.3388 -5.9244 0.805 0.304 -0.486
C -3.4917 1.1195 -6.0316 -1.036 -0.185 -0.262
H -2.5020 0.7482 -6.3459 -0.569 -0.169 0.586
C 0.2885 -2.0347 3.4669 -0.131 0.009 -0.175
C 3.0564 -1.5335 2.9225 0.219 0.044 -0.214
C 1.5174 0.4337 4.2058 0.045 0.221 -0.061
C 1.1361 -1.8564 -2.1094 -0.141 0.070 -0.219
C 3.5470 -1.9172 -0.6020 0.271 0.282 0.088
C 1.3271 -3.5027 0.2267 -0.193 -0.100 0.042
C -1.6947 2.3857 0.3376 -0.058 0.024 -0.368
C 0.0957 3.1726 2.4073 0.324 0.104 -0.009
C -1.8397 1.0994 2.9062 -0.298 -0.064 0.046
H -5.6392 0.6820 -5.8698 0.804 0.244 0.340
H -3.5311 2.2028 -5.8794 -0.238 -0.318 -0.408
H 0.7001 -2.3983 4.4196 -0.092 0.130 -0.251
H 0.1895 -2.8790 2.7737 0.074 0.204 0.183
H -0.7167 -1.6310 3.6421 0.254 -0.043 0.007
H 3.2298 -1.7904 3.9797 -0.105 0.057 -0.362
H 3.8469 -0.8392 2.6037 -0.173 -0.210 0.132
H 3.1415 -2.4445 2.3155 -0.098 0.260 0.233
H 1.9553 -0.1051 5.0607 -0.195 0.150 -0.272
H 0.5391 0.8335 4.5023 0.321 -0.193 -0.083
H 2.1711 1.2838 3.9673 -0.135 -0.238 0.113
H 1.5766 -2.7241 -2.6220 -0.158 0.264 0.001
H 1.4394 -0.9360 -2.6303 -0.020 -0.287 0.035
H 0.0407 -1.9301 -2.1303 0.269 -0.114 -0.065
H 3.8047 -2.9162 -0.9770 0.046 0.281 0.026
H 4.0718 -1.7335 0.3427 -0.089 -0.127 -0.261
H 3.8618 -1.1543 -1.3239 0.010 -0.195 0.096
H 1.8737 -4.2259 -0.3917 -0.200 0.039 0.170
H 0.2470 -3.6632 0.1336 0.250 -0.073 -0.011
H 1.6118 -3.6342 1.2765 0.024 -0.009 -0.301
H -2.3637 3.1350 0.7837 0.118 -0.142 -0.190
H -2.2903 1.6064 -0.1551 0.039 0.190 0.148
H -1.0637 2.8759 -0.4184 -0.205 -0.006 0.177
H -0.7049 3.8825 2.6525 0.218 -0.110 -0.020
H 0.7907 3.6377 1.6977 -0.197 -0.005 0.109
H 0.6576 2.9266 3.3148 -0.221 0.061 -0.161
H -2.4428 1.9568 3.2264 0.032 -0.199 0.058
H -1.3350 0.6614 3.7736 -0.158 0.197 -0.179
H -2.4835 0.3329 2.4543 0.131 0.417 0.237
C -3.0241 -1.2308 -0.9595 -0.787 -0.383 -0.432
C -2.6986 -0.6235 -2.1729 0.156 -0.100 0.690
C -3.6776 -0.5306 -3.1515 0.284 -0.023 0.108
C -4.9577 -1.0400 -2.9841 0.006 -0.248 0.744
C -5.2774 -1.6799 -1.7733 0.470 0.096 -0.107
C -4.2961 -1.7991 -0.7783 0.451 0.150 0.452
Se -1.7365 -1.4189 0.5306 0.265 0.451 -1.415
H -0.7882 -0.5616 -0.3715 -0.641 -0.716 0.389
H -1.6982 -0.2342 -2.3702 -0.210 0.026 0.022
H -3.4198 -0.0304 -4.0710 -0.018 -0.076 0.089
H -5.6734 -0.9345 -3.7992 0.063 -0.076 0.365
H -6.2652 -2.0960 -1.5711 0.288 0.100 -0.211
H -4.4893 -2.3384 0.1547 -0.259 0.233 -0.365
C 4.4146 3.1732 -0.4756 -0.056 -0.158 0.261
C 4.4260 2.6511 0.8247 -0.402 -0.362 0.073
C 3.4202 1.7623 1.2015 0.082 0.209 -0.377
N 2.4333 1.4170 0.3383 -0.252 -0.171 -0.161
C 2.4045 1.9232 -0.9265 0.706 0.217 0.639
C 3.3968 2.8021 -1.3571 -0.509 -0.214 -0.426
H 5.1989 3.8609 -0.7967 -0.240 -0.190 0.068
H 5.1957 2.9048 1.5493 -0.086 0.041 -0.232
H 3.3765 1.2995 2.1991 0.117 0.404 -0.635
H 1.5660 1.5963 -1.5701 0.473 0.264 0.165
H 3.3615 3.1770 -2.3833 0.071 -0.053 0.405
```
Forces are in eV/Å.

In elementary charge units, the natural (NBO) charges are: 1.36 0.77 0.72 0.73 0.19 -0.39 -0.41 0.20 -0.93 -0.92 -0.93 -0.93 -0.92 -0.92 -0.93 -0.92 -0.92 0.22 0.21 0.28 0.26 0.26 0.28 0.25 0.26 0.28 0.26 0.25 0.29 0.25 0.26 0.28 0.26 0.26 0.28 0.28 0.25 0.29 0.27 0.26 0.28 0.26 0.26 0.28 0.25 0.27 -0.19 -0.21 -0.20 -0.17 -0.15 -0.23 0.30 -0.08 0.18 0.26 0.25 0.26 0.23 -0.09 -0.19 0.06 -0.66 0.01 -0.15 0.28 0.27 0.22 0.21 0.27